Density functional theory data (ωB97M-V/def2-TZVPD) for C24H30N4O3 in the gas phase.

Atoms and positions in Å:
C: 3.299852 -2.971036 -6.702807
C: 2.075949 -2.107233 -6.491148
O: 1.691677 -1.341637 -7.352768
C: 1.376147 -2.236903 -5.201697
C: 0.242730 -1.450575 -4.978998
C: -0.462234 -1.513397 -3.801105
C: -0.065793 -2.377285 -2.768072
C: 1.070460 -3.171396 -2.998923
C: 1.770803 -3.103501 -4.179627
H: 2.629350 -3.744808 -4.305466
H: 1.392619 -3.878176 -2.249485
N: -0.780150 -2.513605 -1.600823
C: -0.123190 -2.709331 -0.325095
H: 0.868238 -3.134888 -0.459454
C: 0.011240 -1.362329 0.411070
N: -1.254649 -0.663187 0.580745
C: -2.071347 -1.209705 1.649872
C: -1.507046 -0.842199 3.028627
O: -1.686114 -1.540849 4.002121
N: -0.856365 0.340773 2.998777
C: -0.177170 1.022220 4.009835
C: 0.071498 0.477151 5.260639
C: 0.814200 1.188133 6.187895
C: 1.318368 2.435423 5.868271
C: 1.056520 2.995008 4.628063
C: 0.295039 2.309894 3.693117
N: -0.010414 2.807099 2.404755
C: 0.913921 3.747979 1.802679
H: 1.935100 3.392920 1.949641
C: 0.592332 3.809244 0.306369
H: 1.229165 4.536777 -0.198843
O: -0.734683 4.225794 0.081929
C: -1.650095 3.364152 0.717633
C: -1.376642 3.278816 2.220559
H: -2.077697 2.592129 2.695983
H: -1.509019 4.278503 2.666816
H: -2.641370 3.777684 0.525095
H: -1.581011 2.356057 0.278729
H: 0.751203 2.813541 -0.136178
H: 0.815485 4.761060 2.225445
H: 1.440918 3.976010 4.393354
H: 1.908379 2.984326 6.586773
H: 1.006502 0.757989 7.158766
H: -0.310622 -0.503323 5.491792
H: -0.768027 0.768929 2.080677
H: -3.069647 -0.765206 1.588578
H: -2.192847 -2.301051 1.624175
C: -1.929456 -0.538984 -0.701815
C: -2.073596 -1.892489 -1.413892
H: -2.584383 -1.784403 -2.368968
H: -2.673349 -2.565276 -0.789316
H: -2.908419 -0.080457 -0.548219
H: -1.324707 0.129561 -1.324240
H: 0.460684 -1.521109 1.392908
H: 0.669483 -0.710426 -0.173743
H: -0.718846 -3.408027 0.272438
H: -1.317901 -0.867735 -3.681106
H: -0.065695 -0.773573 -5.761877
H: 3.032232 -4.023100 -6.632936
H: 3.710733 -2.770481 -7.688980
H: 4.051658 -2.749490 -5.948544

Force components x, y, z for each atom (eV/Å):
-0.0513 0.1872 -0.2669
0.2986 -0.0847 -0.2928
0.0401 -0.0724 0.0812
-0.4882 0.1721 0.3763
0.2805 -0.1455 -0.1701
-0.1284 0.0241 0.1763
0.1950 -0.0990 -0.3837
0.0002 -0.0147 0.2505
-0.0219 0.2335 -0.2657
0.0903 -0.0678 -0.0246
-0.0074 -0.0551 0.0454
-0.2421 -0.1301 0.1751
0.1832 0.1867 0.3039
-0.0667 -0.0439 0.0325
0.1625 -0.2562 -0.0716
-0.1774 0.0772 -0.0256
0.0431 -0.1302 0.0336
-0.1131 -0.0243 -0.3410
-0.0634 -0.1776 0.2135
0.1287 0.3964 -0.1815
0.0458 0.0413 0.2674
-0.0801 -0.1310 0.0355
0.0655 0.1275 -0.0246
0.0594 -0.0084 0.1489
-0.1041 -0.0086 -0.1301
0.0070 -0.1431 0.1703
0.0761 0.0103 -0.0347
-0.0160 -0.0442 -0.4289
-0.0002 0.0477 -0.0064
0.3453 0.0522 0.1765
0.0198 -0.0724 0.0277
-0.0431 0.1389 -0.0416
-0.2275 -0.0504 0.2993
-0.1931 0.1183 -0.3621
-0.0004 0.0120 -0.0149
-0.0138 -0.0946 0.0225
0.0163 -0.0813 0.0311
-0.0279 0.0330 0.0504
0.0274 0.0753 0.0437
0.0441 -0.0651 0.0248
0.0198 0.0980 -0.0611
0.0502 0.0455 0.0610
0.0166 -0.0486 0.0839
-0.0235 -0.0470 -0.0045
-0.0085 -0.1657 0.0160
0.0167 -0.0560 -0.0044
-0.0043 0.1015 0.1017
-0.1350 -0.1358 -0.2093
-0.0987 0.3493 0.0135
-0.0268 -0.0449 0.0404
-0.0283 0.0318 -0.0760
0.0093 0.0432 -0.0177
-0.0839 0.0031 -0.0444
0.0849 0.0419 -0.0007
0.0606 -0.0635 0.0512
0.0937 -0.0236 -0.0167
-0.0668 0.0464 0.0455
-0.0239 0.0466 -0.0555
0.0289 -0.1159 0.0605
-0.0206 0.0136 0.0044
0.0769 -0.0530 0.0931

The calculation puts the frontier orbital gap at 8.3642 eV. As for the spin multiplicity: 1.



Density functional theory data (ωB97M-V/def2-TZVPD) for C24H30N4OS in the gas phase.

Atoms and positions in Å:
C: 0.946169 -3.987110 -2.981197
C: 1.000962 -2.488277 -2.998029
C: 2.114829 -1.817148 -3.461664
C: 2.175135 -0.425189 -3.478603
C: 1.117232 0.316148 -3.012033
C: -0.026218 -0.324561 -2.520044
C: -0.086567 -1.730925 -2.531076
N: -1.228131 -2.334725 -2.077708
C: -2.320547 -1.700644 -1.535548
O: -3.284364 -2.352793 -1.166194
C: -2.205136 -0.248648 -1.449827
C: -1.124373 0.388242 -1.951524
H: -1.059905 1.466219 -1.890540
C: -3.269021 0.472244 -0.669846
N: -2.827303 0.632742 0.707758
C: -2.303786 1.809341 1.128109
N: -1.752139 1.848631 2.363636
C: -1.080300 2.996522 2.922941
C: 0.441955 2.830467 2.908798
H: 0.702524 1.847135 3.309225
C: 1.015606 2.942958 1.493655
N: 2.259504 2.202293 1.357676
C: 2.607571 2.010810 -0.035194
H: 2.769554 2.960250 -0.569423
H: 3.521685 1.420964 -0.096081
H: 1.810184 1.462286 -0.535145
C: 3.346214 2.834273 2.077590
H: 3.561906 3.850073 1.709421
H: 4.244559 2.228029 1.968721
H: 3.097647 2.892560 3.134821
H: 0.302520 2.513168 0.787349
H: 1.136955 4.005964 1.223383
H: 0.878014 3.588935 3.559505
H: -1.428437 3.125598 3.953297
H: -1.372751 3.871162 2.338443
H: -1.528103 0.974201 2.813075
S: -2.397433 3.185798 0.197202
C: -2.756617 -0.598602 1.467407
C: -1.474399 -1.384867 1.281146
C: -0.267273 -0.777360 0.962452
C: 0.870467 -1.535213 0.745691
C: 0.817478 -2.913192 0.852636
C: -0.378265 -3.528034 1.186754
C: -1.514728 -2.769736 1.399439
H: -2.449314 -3.254867 1.638474
H: -0.429302 -4.603763 1.274598
H: 1.704014 -3.504966 0.677206
H: 1.795463 -1.040505 0.491907
H: -0.201432 0.293886 0.858708
H: -2.931762 -0.391511 2.530111
H: -3.583899 -1.228150 1.125968
H: -4.191148 -0.114406 -0.676792
H: -3.453700 1.466115 -1.081088
H: -1.284342 -3.345021 -2.102669
H: 1.151521 1.395086 -3.016818
H: 3.059312 0.065390 -3.855654
H: 2.959236 -2.386187 -3.822544
H: 1.883546 -4.402417 -3.341151
H: 0.774725 -4.353806 -1.968655
H: 0.144207 -4.354868 -3.622055

Force components x, y, z for each atom (eV/Å):
-0.0189 0.1460 -0.0045
0.0322 -0.0490 -0.0236
-0.1829 0.0152 0.0837
0.1004 0.1645 -0.0326
-0.0459 -0.1762 0.0121
0.1880 -0.4100 -0.1013
0.4031 0.5918 -0.1901
0.0143 -0.4103 -0.0081
0.1972 -0.0902 -0.2571
-0.2687 -0.0582 0.1352
0.0373 0.3385 -0.1794
-0.4674 -0.1710 -0.0236
-0.0415 0.1447 0.0712
-0.1672 0.0241 -0.3693
0.0225 0.0481 0.3069
-0.2709 0.0102 0.1636
-0.0433 -0.5739 -0.1120
0.3151 0.3854 0.3499
-0.2048 0.1378 -0.2498
0.0669 -0.0128 0.0580
-0.0278 -0.3150 0.2180
0.0181 0.0514 -0.0787
-0.0196 -0.0215 0.1049
0.0119 0.0423 -0.0525
0.0443 -0.0252 -0.0816
-0.0227 -0.0207 -0.0779
-0.0610 -0.1335 0.0117
0.0040 0.0494 -0.0159
0.0709 0.0283 0.0511
0.0659 0.0470 0.0846
-0.0082 0.0825 -0.0238
-0.0290 -0.0167 -0.0750
0.0303 -0.0189 0.1049
0.0081 0.0391 -0.1048
-0.0298 -0.1205 0.1801
-0.0784 -0.0256 -0.0414
0.0239 0.7849 -0.4914
-0.0641 -0.1233 0.2442
0.0918 -0.1135 0.1456
-0.0178 -0.0352 0.0873
0.0836 0.0020 0.0149
0.0830 -0.0509 -0.0264
-0.0126 -0.1160 0.0350
0.0100 0.1087 0.0892
-0.1286 -0.0629 -0.0287
-0.0020 -0.0916 0.0090
0.0822 -0.0570 -0.0103
0.1200 0.0691 -0.0317
-0.0182 0.1570 -0.0432
-0.0318 -0.0094 -0.1152
0.0739 0.0814 0.1087
0.0891 0.0824 0.0372
-0.0147 -0.2701 0.0692
-0.0857 0.1412 0.0814
0.0021 0.1367 0.0200
0.0760 0.0584 -0.0369
0.0648 -0.0952 -0.0279
0.0193 -0.0642 -0.0090
-0.0257 -0.1111 0.0748
-0.0612 -0.1188 -0.0288

The calculation puts the frontier orbital gap at 8.1152 eV. As for the spin multiplicity: 1.



Density functional theory data (ωB97M-V/def2-TZVPD) for a 6-piece molecular cluster, C24H30N6 overall at a distorted geometry.

Atoms and positions in Å:
N: -1.266867 -3.399200 1.598433
C: -0.336867 -3.095200 2.492433
C: -0.931867 -2.318200 3.722433
C: -2.378867 -2.212200 3.245433
C: -2.496867 -2.740200 1.860433
H: -1.015867 -3.896200 0.888433
H: 0.778133 -3.497200 2.376433
H: -0.558867 -1.946200 4.592433
H: -3.178867 -1.661200 3.654433
H: -3.329867 -2.885200 1.106433
N: -0.548867 -0.692200 0.618433
C: 0.438133 0.123800 1.091433
C: 0.713133 1.239800 0.038433
C: -0.195867 0.926800 -1.181567
C: -1.012867 -0.202200 -0.670567
H: -0.809867 -1.495200 1.108433
H: 0.794133 -0.031200 2.120433
H: 1.495133 2.052800 0.209433
H: -0.342867 1.387800 -2.215567
H: -1.885867 -0.630200 -1.329567
N: 1.455133 -1.992200 -1.985567
C: 2.507133 -2.887200 -1.797567
C: 2.529133 -3.833200 -3.023567
C: 1.549133 -3.250200 -3.993567
C: 0.912133 -2.003200 -3.201567
H: 1.227133 -1.404200 -1.218567
H: 3.162133 -2.904200 -0.748567
H: 3.235133 -4.665200 -3.226567
H: 1.489133 -3.598200 -4.949567
H: 0.096133 -1.215200 -3.557567
N: -4.392867 2.663800 0.743433
C: -3.808867 1.443800 1.117433
C: -4.892867 0.520800 1.809433
C: -6.131867 1.338800 1.609433
C: -5.750867 2.722800 1.048433
H: -3.848867 3.521800 0.332433
H: -2.728867 1.259800 0.970433
H: -4.599867 -0.479200 2.201433
H: -7.082867 0.980800 1.766433
H: -6.495867 3.518800 0.773433
N: 1.960133 4.428800 -4.573567
C: 1.059133 3.570800 -3.746567
C: -0.269867 4.347800 -3.685567
C: -0.080867 5.702800 -4.502567
C: 1.398133 5.540800 -5.085567
H: 2.977133 4.293800 -4.918567
H: 1.509133 2.868800 -3.255567
H: -1.127867 3.771800 -3.160567
H: -0.702867 6.547800 -4.615567
H: 1.788133 6.276800 -5.625567
N: 4.239133 -1.330200 4.435433
C: 4.032133 -2.424200 3.569433
C: 3.683133 -1.725200 2.208433
C: 3.813133 -0.246200 2.388433
C: 4.089133 -0.141200 3.926433
H: 4.317133 -1.689200 5.416433
H: 3.900133 -3.566200 3.726433
H: 3.377133 -2.229200 1.241433
H: 3.510133 0.531800 1.686433
H: 4.172133 0.701800 4.574433

Force components x, y, z for each atom (eV/Å):
-3.0487 5.0390 5.4470
2.4161 1.1443 5.5770
-3.7601 -3.6368 -8.7375
3.3882 -1.1477 -3.4558
0.6184 -0.9416 2.5345
1.2644 -3.5921 -5.6833
-2.7983 0.9949 0.2616
1.3361 0.7475 1.9971
-0.5625 0.4666 0.7303
1.0570 0.3644 1.4749
0.3932 4.0738 -3.8160
0.3080 3.3900 -3.4116
-1.2813 -3.1550 0.8532
-0.3585 -2.1784 4.6073
0.9209 0.7503 -1.5568
-0.9219 -1.0191 0.4993
0.0976 0.2289 -0.8370
-1.3687 -1.3476 -0.4955
0.3585 -0.5505 1.9534
1.9461 0.3746 1.9718
2.5108 -1.4363 0.0233
0.5557 -2.9668 -0.9705
-1.7105 4.4422 1.2832
1.0219 3.3569 7.8976
-0.3304 -2.6645 -4.1674
-0.5117 0.9924 0.2227
-2.1671 -0.0038 -3.2377
-0.6651 0.8605 0.3564
-0.7548 -0.4128 -2.4183
2.0442 -2.1044 1.0298
0.3249 0.4286 0.1158
-2.9312 -1.4141 1.9511
1.7032 5.3447 -3.6412
5.7024 2.6210 -1.0845
-1.0468 -4.5146 0.9691
-1.4079 -2.6251 1.1886
-0.8824 0.2566 0.1520
-0.8110 1.0587 -0.4715
-2.0291 -0.3144 0.5651
1.4327 -0.8735 0.2363
0.4140 -0.7255 -0.2742
-4.1514 9.5951 -5.0472
4.0050 -0.2294 -1.4679
5.4259 -6.2730 0.5609
-8.1037 -2.2221 5.5250
-2.4774 -0.5320 1.3733
1.9969 -4.3175 2.7934
1.3380 1.8154 -0.9902
-0.6651 0.4093 -0.1882
2.2176 2.4467 -2.2445
-0.4061 -5.9013 1.1503
-1.7420 2.3534 -5.1376
1.1449 0.6369 3.1219
-0.1027 -3.8112 4.8191
-0.7633 1.5266 -5.2255
0.1169 1.7163 -1.0889
0.6036 2.5987 0.4390
0.6051 0.6009 1.5427
0.3792 -0.2472 0.4575
0.1124 0.5229 -0.0323

The calculation puts the frontier orbital gap at 8.1423 eV. As for the spin multiplicity: 1.